Entry 1:
A structure of composition C20H40O5. Source: the OMol25 dataset; level of theory: wB97M-V/def2-TZVPD.

Summary:
**ΔE to the lowest compared entry with this formula, charge and spin**: 15.143 eV
**Charge**: 0
**LUMO**: 0.60 eV
**Energy**: -1161.71165 Ha

Cartesian coordinates (Å):
C1 -0.93 -2.64 0.00
C2 -0.12 -2.92 1.28
C3 1.18 -3.57 0.68
O1 0.71 -4.05 -0.65
C4 -0.69 -3.84 -0.84
H1 -0.57 -1.72 -0.47
H2 -1.98 -2.38 0.13
H3 -0.74 -3.66 1.77
H4 0.02 -2.04 1.91
H5 1.64 -4.40 1.22
H6 1.96 -2.82 0.61
H7 -1.25 -4.72 -0.52
H8 -0.94 -3.90 -1.90
C5 3.13 -0.11 1.13
C6 3.65 -0.14 2.51
C7 2.88 -1.31 3.12
O2 1.65 -1.36 2.40
C8 1.65 -0.32 1.45
H9 3.56 -0.89 0.49
H10 3.37 0.82 0.62
H11 3.38 0.69 3.16
H12 4.74 -0.20 2.57
H13 2.88 -1.05 4.18
H14 3.39 -2.27 3.01
H15 1.24 0.60 1.86
H16 1.07 -0.56 0.56
C9 -2.15 0.85 1.02
C10 -1.87 -0.05 2.12
C11 -0.31 0.01 2.21
O3 -0.01 0.02 0.74
C12 -1.03 0.65 -0.02
H17 -2.02 1.87 1.40
H18 -3.18 0.84 0.65
H19 -2.26 -1.06 1.99
H20 -2.30 0.19 3.09
H21 0.18 -0.77 2.80
H22 0.02 0.96 2.61
H23 -1.34 -0.12 -0.72
H24 -0.70 1.60 -0.45
C13 -3.93 3.01 -1.16
C14 -3.55 3.16 -2.54
C15 -2.05 3.27 -2.54
O4 -1.84 3.99 -1.34
C16 -2.84 3.64 -0.34
H25 -4.00 1.96 -0.85
H26 -4.89 3.48 -0.96
H27 -4.14 3.94 -3.01
H28 -3.76 2.21 -3.03
H29 -1.70 3.92 -3.35
H30 -1.46 2.36 -2.55
H31 -3.14 4.56 0.15
H32 -2.50 2.96 0.44
C17 1.43 -0.48 -1.25
C18 2.19 -0.76 -2.51
C19 2.36 0.58 -3.12
O5 1.79 1.53 -2.20
C20 0.79 0.88 -1.42
H33 2.21 -0.37 -0.51
H34 0.77 -1.27 -0.90
H35 1.44 -1.32 -3.07
H36 3.11 -1.31 -2.31
H37 1.89 0.81 -4.07
H38 3.39 0.95 -3.10
H39 -0.24 0.73 -1.75
H40 0.73 1.36 -0.44

Entry 2:
A cluster of 3 separate species, C12H13N2O3S in total. Source: the OMol25 dataset; level of theory: wB97M-V/def2-TZVPD.

Summary:
**Charge**: -1
**LUMO**: 3.06 eV
**Energy**: -1198.45373 Ha

Cartesian coordinates (Å):
C1 2.04 0.55 0.38
C2 0.85 -0.05 0.15
S1 -0.65 0.91 0.45
O1 -0.37 1.56 1.72
O2 -1.75 -0.04 0.57
O3 -0.81 1.87 -0.64
H1 2.72 0.19 1.16
H2 2.27 1.46 -0.17
H3 0.74 -1.05 -0.26
N1 -1.51 -1.36 4.83
C3 -1.60 -2.59 5.33
C4 -1.92 -3.71 4.57
C5 -2.17 -3.53 3.22
C6 -2.09 -2.26 2.68
C7 -1.75 -1.21 3.53
H4 -1.40 -2.69 6.39
H5 -1.97 -4.69 5.03
H6 -2.43 -4.38 2.59
H7 -2.27 -2.07 1.63
H8 -1.67 -0.20 3.14
N2 2.38 1.78 -2.97
C8 1.57 2.83 -2.95
C9 0.72 3.17 -4.00
C10 0.72 2.37 -5.13
C11 1.57 1.27 -5.17
C12 2.37 1.02 -4.07
H9 1.59 3.43 -2.05
H10 0.08 4.03 -3.92
H11 0.08 2.60 -5.97
H12 1.60 0.62 -6.03
H13 3.04 0.17 -4.06

Entry 3:
An isolated molecule of HPS2. Source: the OMol25 dataset; level of theory: wB97M-V/def2-TZVPD.

Summary:
**ΔE to the lowest compared entry with this formula, charge and spin**: 1.126 eV
**Charge**: 0
**LUMO (spin up / spin down)**: -1.96 / -1.96 eV
**Energy**: -1138.25347 Ha

Cartesian coordinates (Å):
P1 4.09 -0.67 0.14
S1 2.87 0.75 -0.29
S2 0.51 1.15 0.23
H1 -0.10 0.01 -0.03